{"formula": "H13O6S", "method": "ωB97M-V/def2-TZVPD", "orbital_gap_ev": 7.84, "largest_force_ev_per_a": 1.85, "spin_multiplicity": 1, "total_charge": -1, "species": ["S", "H", "H", "H", "O", "H", "H", "O", "H", "H", "O", "H", "H", "O", "H", "H", "O", "H", "H", "O"], "coordinates": [[1.455, 0.805, -2.199], [2.052, 1.826, -1.561], [2.271, -0.416, -0.423], [2.843, -0.342, 0.983], [2.534, -1.015, 0.316], [-2.557, -0.341, 0.429], [-1.803, -1.310, -0.415], [-2.402, -1.290, 0.329], [1.343, -1.154, 1.781], [-0.128, -1.283, 2.041], [0.678, -0.994, 2.443], [-1.864, 1.987, -0.068], [-2.209, 2.115, -1.498], [-2.618, 2.194, -0.658], [-0.031, -1.178, -1.727], [0.554, -2.003, -0.635], [-0.183, -2.008, -1.247], [0.335, 1.764, 0.021], [0.044, 0.982, 1.343], [-0.313, 1.662, 0.743]]}

{"formula": "C4H8O", "method": "ωB97M-V/def2-TZVPD", "orbital_gap_ev": 10.78, "largest_force_ev_per_a": 0.40, "spin_multiplicity": 1, "species": ["C", "C", "C", "C", "O", "H", "H", "H", "H", "H", "H", "H", "H"], "coordinates": [[1.718, -0.288, -0.049], [0.352, 0.265, -0.383], [-0.899, -0.606, -0.191], [-1.445, 0.634, 0.526], [-0.139, 1.222, 0.577], [2.474, 0.504, -0.086], [1.734, -0.737, 0.950], [1.987, -1.052, -0.787], [0.378, 0.725, -1.383], [-1.419, -0.948, -1.089], [-0.731, -1.451, 0.483], [-1.878, 0.502, 1.523], [-2.132, 1.230, -0.091]]}